# 1
Entry from OMol25: C12H23AsGeI3NOPd as an isolated structure at a distorted geometry (ωB97M-V/def2-TZVPD).

The strongest force on any atom is 2.6 eV/Å. As for the LUMO energy (spin up / spin down): -0.809 / -3.125 eV. As for the HOMO energy (spin up / spin down): -7.2 / -7.9 eV. Its energy relative to the best compared isomer or geometry (same formula, charge and spin) is 8.5 kJ/mol. The energy comes out at -161487.3726 eV.

ORCA input file:
```
! wB97M-V def2-TZVPD RIJCOSX def2/J DEFGRID3
* xyz 0 3
Pd -1.029 0.617 0.049
C 2.189 -2.387 -1.084
As 1.799 -0.538 -1.452
C 1.323 -0.471 -3.357
C 3.665 0.232 -1.326
O 1.036 0.430 -0.269
H 2.982 -2.748 -1.674
H 1.283 -2.927 -1.223
H 2.543 -2.396 -0.038
H 2.271 -0.727 -3.847
H 1.034 0.520 -3.705
H 0.628 -1.296 -3.537
H 3.737 1.106 -1.927
H 4.411 -0.543 -1.653
H 3.980 0.603 -0.337
C -1.481 -1.803 4.668
Ge -1.274 -1.720 2.738
C 0.105 -2.921 1.905
C -3.057 -2.151 1.921
C -0.793 0.143 2.054
H -1.491 -2.871 5.043
H -2.462 -1.350 4.870
H -0.699 -1.281 5.220
H -0.169 -4.001 1.884
H 0.968 -2.819 2.575
H 0.379 -2.569 0.927
H -3.636 -3.001 2.338
H -2.919 -2.348 0.824
H -3.736 -1.315 2.000
H 0.259 0.334 2.045
I -1.512 -1.699 -2.045
I -3.677 1.423 -0.188
I -1.713 1.566 3.254
C -0.542 2.409 -0.783
C -0.728 3.691 -0.264
C -0.675 4.810 -1.125
C -0.581 4.548 -2.480
C -0.331 3.218 -2.918
N -0.228 2.268 -2.027
H -0.802 3.806 0.817
H -0.613 5.846 -0.771
H -0.419 5.340 -3.176
H -0.028 2.970 -3.927
*
```

Here are the Löwdin charges for atoms 1 to 4, given in e: 0.45, -0.23, 1.02, -0.28

---

# 2
Entry from OMol25: one molecule with the formula C4H9NO2 at a distorted geometry (ωB97M-V/def2-TZVPD).

The strongest force on any atom is 4.1 eV/Å. As for the LUMO energy: 0.888 eV. As for the HOMO energy: -9.5 eV. Its energy relative to the best compared isomer or geometry (same formula, charge and spin) is 270.6 kJ/mol. The energy comes out at -9877.2564 eV.

ORCA input file:
```
! wB97M-V def2-TZVPD RIJCOSX def2/J DEFGRID3
* xyz 0 1
C 2.256 -1.036 -1.089
O 1.408 -0.257 -0.280
C 0.195 0.091 -0.900
C -0.687 0.985 0.084
N -0.902 0.264 1.298
C -2.196 0.332 1.783
O -3.176 0.732 1.170
H 1.796 -2.003 -1.350
H 2.515 -0.512 -2.022
H 3.167 -1.215 -0.513
H -0.341 -0.863 -1.191
H 0.365 0.626 -1.848
H -1.653 1.051 -0.416
H -0.569 2.121 0.659
H 0.009 -0.003 1.700
H -2.301 -0.180 2.739
*
```

Here are the Löwdin charges for atoms 1 to 4, given in e: -0.12, -0.22, -0.20, -0.18